(1)
ORCA calculation (the ωB97M-V functional and the def2-TZVPD basis) on 8 unconnected molecules or ions with the total composition C12H39N4O8 in a non-equilibrium geometry.

As for the gap between HOMO and LUMO: 6.07 eV. The value obtained for the HOMO energy is -0.1390 Ha. The value obtained for the LUMO energy is 2.2859 eV. The value obtained for the energy above the lowest of the compared OMol25 structures with the same formula, charge and spin is 42.3 kJ/mol.

Geometry as ORCA input:
```
! RIJCOSX wB97M-V def2-TZVPD def2/J DEFGRID3
* xyz -1 1
O 0.386 -0.100 -0.646
H 0.671 0.234 0.227
C 4.817 2.449 0.081
O 5.859 3.059 0.209
N 3.621 2.904 -0.256
N 4.633 1.193 0.397
H 3.544 3.882 -0.495
H 2.852 2.291 -0.484
H 3.701 0.829 0.259
H 5.458 0.673 0.661
C 4.298 0.136 -5.317
O 4.833 0.388 -6.420
N 3.116 0.617 -4.980
N 4.728 -0.741 -4.421
H 2.604 1.136 -5.679
H 2.682 0.355 -4.107
H 5.530 -1.298 -4.681
H 4.294 -0.861 -3.517
C -3.162 -3.976 -6.171
C -2.172 -3.514 -5.152
O -2.794 -2.617 -4.293
H -2.732 -4.266 -7.130
H -3.878 -3.182 -6.380
H -3.799 -4.778 -5.798
H -1.421 -2.852 -5.583
H -1.675 -4.293 -4.574
H -2.124 -2.249 -3.713
C -5.457 -0.873 3.986
C -4.209 -0.571 3.154
O -4.204 -1.162 1.880
H -5.502 -1.945 4.181
H -6.360 -0.765 3.385
H -5.548 -0.384 4.956
H -3.241 -0.750 3.623
H -4.253 0.515 3.069
H -3.391 -0.863 1.466
C 1.425 -5.052 2.632
C 1.321 -5.520 1.165
O 1.941 -4.516 0.325
H 0.919 -4.112 2.853
H 2.479 -5.119 2.899
H 0.905 -5.702 3.336
H 0.304 -5.498 0.774
H 1.663 -6.535 0.958
H 1.395 -3.728 0.280
C 1.574 1.502 5.938
C 1.233 2.794 5.227
O 0.056 3.257 5.823
H 1.964 1.434 6.954
H 2.454 1.114 5.427
H 0.796 0.739 5.926
H 0.956 2.679 4.179
H 1.995 3.571 5.282
H 0.169 4.197 5.984
C -3.338 5.938 -0.862
C -2.664 4.669 -0.562
O -2.040 4.168 -1.758
H -4.124 5.827 -1.609
H -2.618 6.599 -1.346
H -3.693 6.530 -0.019
H -3.395 3.941 -0.211
H -1.852 4.798 0.154
H -1.531 3.401 -1.485
*
```

---

(2)
ORCA calculation (the ωB97M-V functional and the def2-TZVPD basis) on a molecular structure, C12H40BBeCl5CsF2N6O14PS2 in a non-equilibrium geometry.

As for the gap between HOMO and LUMO: 0.81 eV. The value obtained for the HOMO energy is -0.2661 Ha. The value obtained for the LUMO energy is -6.4253 eV.

Geometry as ORCA input:
```
! RIJCOSX wB97M-V def2-TZVPD def2/J DEFGRID3
* xyz 0 1
C -1.026 1.574 -0.309
C -0.985 0.095 0.036
B 0.065 -0.780 -0.659
O 1.105 -0.328 -1.378
N -0.103 -2.295 -0.626
N 1.157 -2.963 -0.968
C -0.628 -2.831 0.684
C 0.478 -3.105 1.665
N 1.320 -1.947 1.956
P -1.313 -2.752 -1.959
N -1.459 -4.269 -2.051
H -0.882 2.165 0.587
H -0.285 1.861 -1.059
H -1.996 1.848 -0.698
H -0.818 -0.028 1.100
H -1.942 -0.385 -0.136
H 1.963 -0.725 -1.094
H 0.983 -3.971 -0.896
H 1.332 -2.813 -1.959
H -1.356 -2.153 1.111
H -1.147 -3.756 0.474
H -0.007 -3.446 2.572
H 1.104 -3.919 1.345
H 0.848 -1.058 1.895
H 2.170 -1.952 1.412
H -2.449 -1.982 -1.677
H -0.656 -2.170 -3.051
H -2.415 -4.558 -1.876
N 2.070 -7.457 -0.227
S 1.214 -8.619 0.477
O 0.432 -9.382 -0.425
O 0.648 -8.238 1.723
F 2.428 -9.540 0.843
S 1.240 -6.297 -0.839
O 2.030 -5.466 -1.702
O 0.361 -5.601 0.056
F 0.266 -7.012 -1.845
Be 1.212 3.118 -1.007
C -2.436 8.339 0.010
C -1.665 7.536 1.051
C -1.363 6.093 0.622
O -2.445 5.209 0.700
C -3.347 5.219 -0.399
N -2.385 7.578 2.322
H -3.489 8.062 -0.016
H -2.389 9.400 0.251
H -2.021 8.201 -0.990
H -0.699 8.033 1.198
H -0.616 5.686 1.316
H -0.920 6.059 -0.389
H -2.824 5.409 -1.341
H -4.135 5.961 -0.265
H -3.810 4.236 -0.444
H -1.825 7.138 3.048
H -3.199 6.975 2.237
C -4.502 8.260 4.643
O -5.310 9.205 5.029
H -4.899 7.546 3.890
H -3.557 8.651 4.146
H -4.058 7.640 5.466
O 3.870 4.383 0.419
H 3.914 3.501 0.017
H 4.789 4.684 0.429
O -3.816 -1.178 0.344
H -4.700 -0.934 0.631
Cs 2.104 5.484 -0.745
C 5.690 0.554 -1.084
C 4.220 0.361 -0.765
O 3.736 -0.931 -1.108
H 5.873 0.370 -2.142
H 6.021 1.566 -0.843
H 6.303 -0.148 -0.517
H 3.598 1.044 -1.343
H 4.025 0.547 0.300
H 4.223 -1.603 -0.617
C 1.989 -0.621 -5.364
Cl 1.405 -0.436 -7.009
Cl 1.204 -2.016 -4.614
Cl 3.731 -0.865 -5.367
Cl 1.600 0.836 -4.431
O -1.126 -12.756 3.124
Cl -0.566 -12.002 2.040
O -1.607 -11.211 1.426
O 0.044 -12.859 1.077
O 0.413 -11.070 2.559
*
```

---

(3)
ORCA calculation (the ωB97M-V functional and the def2-TZVPD basis) on 9 unconnected molecules or ions with the total composition C12H40F6N12O8P in a non-equilibrium geometry.

As for the gap between HOMO and LUMO: 9.55 eV. The value obtained for the HOMO energy is -0.2871 Ha. The value obtained for the LUMO energy is 1.7401 eV. The value obtained for the energy above the lowest of the compared OMol25 structures with the same formula, charge and spin is 454.4 kJ/mol.

Geometry as ORCA input:
```
! RIJCOSX wB97M-V def2-TZVPD def2/J DEFGRID3
* xyz -1 1
P -2.342 1.168 -0.080
F -1.215 1.763 0.968
F -1.717 -0.330 0.143
F -3.441 0.826 1.110
F -3.315 0.384 -1.254
F -2.990 2.631 -0.368
F -1.486 1.443 -1.331
C -9.995 1.919 4.177
O -9.670 2.906 4.779
N -9.181 1.057 3.559
N -11.199 1.533 4.000
H -9.514 0.240 3.066
H -8.210 1.330 3.507
H -11.974 2.181 3.988
H -11.287 0.624 3.569
C -0.124 7.858 -3.415
O 0.719 8.652 -3.822
N -1.320 7.604 -3.924
N 0.162 7.130 -2.377
H -1.780 6.754 -3.629
H -1.710 8.294 -4.549
H 1.097 7.079 -1.998
H -0.424 6.346 -2.128
C -2.524 -3.528 -5.538
O -2.524 -4.476 -6.301
N -2.641 -2.274 -5.976
N -2.555 -3.727 -4.228
H -2.517 -2.216 -6.977
H -2.652 -1.482 -5.349
H -2.588 -2.858 -3.714
H -2.409 -4.605 -3.749
C 1.082 -2.946 6.484
O 0.420 -3.853 6.058
N 1.854 -2.170 5.783
N 1.150 -2.603 7.679
H 1.705 -2.166 4.785
H 2.543 -1.615 6.271
H 0.631 -3.105 8.385
H 1.705 -1.811 7.969
C -5.605 -5.159 3.954
O -6.540 -4.775 3.295
N -4.818 -4.290 4.424
N -5.122 -6.333 4.294
H -4.928 -3.396 3.966
H -3.891 -4.494 4.769
H -5.593 -7.147 3.924
H -4.245 -6.292 4.793
C 3.390 0.443 -6.944
O 2.586 1.126 -7.520
N 3.268 -0.023 -5.704
N 4.482 0.028 -7.522
H 2.547 0.452 -5.181
H 3.946 -0.682 -5.350
H 4.544 0.204 -8.514
H 5.125 -0.594 -7.053
C 6.273 6.528 3.277
C 5.469 5.219 3.202
C 5.735 4.313 4.447
O 4.096 5.520 3.107
H 7.299 6.275 3.548
H 5.865 7.301 3.929
H 6.326 6.906 2.256
H 5.691 4.780 2.230
H 5.138 4.723 5.261
H 6.792 4.089 4.594
H 5.335 3.333 4.187
H 3.545 4.745 3.246
C 4.081 -4.123 -2.016
C 4.940 -4.728 -3.147
C 4.035 -5.476 -4.089
O 5.684 -3.744 -3.831
H 3.726 -4.889 -1.326
H 3.208 -3.572 -2.363
H 4.730 -3.478 -1.424
H 5.559 -5.488 -2.669
H 4.733 -5.912 -4.803
H 3.346 -4.823 -4.626
H 3.465 -6.276 -3.616
H 6.016 -4.246 -4.579
*
```

---

In the order shown, the computed E values come out to -35415.6539; -151304.4516; -72957.8963 eV.